[1]
C22H60F6O20PS8 | ωB97M-V/def2-TZVPD

2S+1: 1
Orbital gap: 0.2944 Ha
E: -6505.27002 Ha
HOMO energy: -6.5 eV
Charge: -1
Energy above the lowest of the compared OMol25 structures with the same formula, charge and spin: 41.57 kcal per mole

Last column: Mulliken charge in e.
CARTESIAN COORDINATES (ANGSTROEM)
P (-19.740442, -3.236411, 1.418864)  1.668
F (-20.139357, -4.525918, 0.513458)  -0.554
F (-21.005661, -3.376995, 2.365158)  -0.319
F (-18.847236, -4.223782, 2.370932)  -0.511
F (-19.139846, -2.030130, 2.300682)  -0.387
F (-18.414707, -3.071233, 0.455313)  -0.383
F (-20.512293, -2.263917, 0.376281)  -0.452
O (-14.042487, -2.290338, -1.112189)  -0.600
S (-14.867085, -1.757176, -2.152180)  1.123
O (-14.384217, -0.714492, -2.992196)  -0.656
O (-15.273194, -3.003234, -3.067376)  -0.132
C (-14.206175, -3.687792, -3.736061)  -0.440
C (-14.753670, -4.807902, -4.575508)  -1.002
C (-16.465415, -1.468734, -1.507629)  -0.604
H (-13.385819, -3.991559, -3.080305)  0.347
H (-13.721711, -2.945825, -4.389658)  0.361
H (-15.302960, -4.493195, -5.459548)  0.305
H (-15.329151, -5.524734, -3.988875)  0.149
H (-13.896120, -5.377112, -4.952297)  0.382
H (-16.458105, -0.786799, -0.660321)  0.516
H (-16.881472, -2.410173, -1.160177)  0.127
H (-17.097256, -1.026567, -2.272315)  0.087
O (-18.124519, -10.240362, -0.365172)  -0.649
S (-19.174109, -9.775638, -1.210608)  1.180
O (-20.484412, -9.579121, -0.680271)  -0.601
O (-18.669652, -8.489313, -1.966631)  -0.246
C (-18.696428, -7.229650, -1.258818)  -0.277
C (-18.044649, -6.162096, -2.103518)  -0.911
C (-19.270944, -10.792655, -2.638458)  -0.973
H (-18.265024, -7.248351, -0.257712)  0.520
H (-19.731905, -6.910305, -1.126881)  0.207
H (-18.257730, -5.188137, -1.658762)  -0.010
H (-18.356070, -6.122947, -3.142989)  0.320
H (-16.957919, -6.287656, -2.066150)  0.428
H (-19.473750, -11.822137, -2.355807)  0.375
H (-18.338742, -10.750959, -3.195768)  0.327
H (-20.062832, -10.425839, -3.287695)  0.303
O (-19.367880, 1.966633, -3.257901)  -0.716
S (-19.450659, 1.152938, -2.084382)  1.329
O (-18.420006, 1.025616, -1.132314)  -0.556
O (-20.709287, 1.684725, -1.252240)  -0.287
C (-21.869420, 2.068606, -2.009849)  -0.204
C (-23.011807, 2.117768, -1.007180)  -1.194
C (-20.012745, -0.484575, -2.517601)  -0.987
H (-22.132203, 1.354587, -2.803318)  0.252
H (-21.631359, 2.965676, -2.581626)  0.364
H (-23.080793, 3.113651, -0.563808)  0.330
H (-22.803378, 1.374456, -0.244102)  0.285
H (-23.999099, 1.982335, -1.449225)  0.358
H (-20.815869, -0.282458, -3.224036)  0.325
H (-20.405832, -0.869351, -1.581511)  0.134
H (-19.210728, -1.016695, -3.014713)  0.647
O (-20.736799, -4.405264, -5.917029)  -0.657
S (-21.213288, -4.807013, -4.650806)  1.069
O (-20.661539, -5.952342, -4.014687)  -0.492
O (-21.043973, -3.533848, -3.711166)  -0.297
C (-21.174264, -3.635639, -2.264120)  0.522
C (-22.470299, -3.078334, -1.700919)  -0.506
C (-22.965395, -4.984379, -4.630999)  -0.933
H (-20.363857, -3.003528, -1.926029)  -0.464
H (-21.092896, -4.639322, -1.862187)  0.285
H (-23.365300, -3.652088, -1.955155)  0.524
H (-22.614171, -2.013270, -1.875148)  0.237
H (-22.422662, -3.231316, -0.620706)  -0.333
H (-23.454187, -4.024347, -4.769652)  0.350
H (-23.232306, -5.341931, -3.634817)  0.253
H (-23.359435, -5.751800, -5.292704)  0.389
O (-13.958715, -4.219580, 5.003915)  -0.662
S (-14.663134, -3.199221, 4.302153)  1.128
O (-14.665827, -1.871477, 4.826110)  -0.637
O (-14.141870, -3.110811, 2.814766)  -0.146
C (-12.790405, -2.617043, 2.633717)  -0.437
C (-11.926451, -3.775898, 2.182654)  -1.030
C (-16.301679, -3.742189, 3.923659)  -0.907
H (-12.507234, -2.188355, 3.599110)  0.415
H (-12.734152, -1.825380, 1.896634)  0.314
H (-10.911848, -3.408330, 2.002968)  0.372
H (-12.298493, -4.061880, 1.193052)  0.231
H (-11.958337, -4.671439, 2.795344)  0.301
H (-16.782237, -2.870357, 3.482007)  0.260
H (-16.762637, -4.030316, 4.861218)  0.431
H (-16.273651, -4.515510, 3.165691)  0.330
O (-23.229406, -5.116765, 3.752223)  -0.421
S (-22.727570, -6.415890, 3.461971)  1.109
O (-21.992896, -7.137456, 4.453982)  -0.715
O (-23.988525, -7.316700, 3.103260)  -0.312
C (-23.807653, -8.731700, 2.923759)  -0.334
C (-24.326705, -9.518460, 4.105477)  -1.195
C (-21.746992, -6.424741, 1.974655)  -0.376
H (-22.741866, -8.935128, 2.773150)  0.345
H (-24.290134, -9.065548, 2.001740)  0.392
H (-23.933703, -9.100219, 5.032662)  0.306
H (-23.944513, -10.541260, 4.066171)  0.349
H (-25.413976, -9.551045, 4.153501)  0.314
H (-21.914885, -7.327783, 1.405179)  0.579
H (-20.718768, -6.347991, 2.320604)  0.273
H (-21.975577, -5.486739, 1.482822)  -0.302
C (-20.332963, -2.649462, 5.376276)  -0.726
S (-21.482330, -1.817490, 6.500384)  0.321
O (-21.120427, -0.381424, 6.375007)  -0.634
C (-22.867147, -2.088026, 5.403508)  -0.068
H (-20.761325, -3.520765, 4.887978)  0.077
H (-19.305144, -2.796194, 5.693778)  0.404
H (-20.274157, -1.858537, 4.618829)  0.334
H (-23.487169, -1.208362, 5.188234)  0.407
H (-23.670063, -2.756562, 5.735759)  0.323
H (-22.559401, -2.431312, 4.416995)  -0.525
C (-26.334599, -2.721236, 3.410696)  -0.727
S (-25.536541, -1.445488, 2.403100)  0.442
O (-25.120731, -0.413736, 3.389120)  -0.607
C (-24.099096, -2.371315, 1.871320)  -0.256
H (-26.516300, -3.564731, 2.748782)  0.316
H (-27.189328, -2.248867, 3.881371)  0.401
H (-25.632141, -2.994556, 4.199558)  0.074
H (-23.579861, -1.856858, 1.067043)  0.200
H (-24.481469, -3.254633, 1.334027)  0.381
H (-23.526146, -2.758704, 2.705888)  -0.157

Forces on atoms 1 to 2 (eV/Å):
3.429 0.144 -0.341
-0.686 -0.033 0.060

=====

[2]
C22H61Mn2N3O18P2 | ωB97M-V/def2-TZVPD

2S+1: 11
Orbital gap (spin up / spin down): 0.1484 / 0.1813 Ha
E: -5378.38923 Ha
HOMO energy (spin up / spin down): -0.2 / -1.1 eV
Charge: -2
Expectation value of S²: 30.0070

Last column: Mulliken charge in e.
CARTESIAN COORDINATES (ANGSTROEM)
Mn (-0.171201, -2.662398, 1.810885)  0.276
Mn (2.409833, -0.890731, 0.782011)  0.993
P (0.232385, -0.690099, -0.148729)  -0.586
O (-1.177325, -0.492311, -0.664435)  -1.340
O (0.498501, -0.583711, 1.371851)  0.848
O (1.419565, 0.148150, -0.632390)  0.476
O (0.798474, -2.149728, -0.000767)  1.511
P (1.984979, -2.703062, 3.276058)  0.094
O (2.790759, -1.571558, 2.590338)  -0.608
O (1.517145, -3.777612, 2.214825)  -0.616
O (0.510111, -2.262209, 3.669262)  -0.782
O (2.595016, -3.227035, 4.569772)  -0.997
C (-4.924659, 4.142216, -3.506779)  -0.740
O (-4.714542, 3.718673, -2.188222)  -0.353
C (-4.479204, 2.316567, -2.100137)  -0.700
C (-3.998891, 1.876109, -0.734249)  -0.536
N (-2.595415, 1.942079, -0.499091)  0.449
C (-1.872198, 3.164843, -0.715794)  -0.359
C (-0.404230, 3.015373, -1.065933)  0.558
O (0.236134, 4.256805, -1.284572)  -0.429
C (-0.267157, 4.934888, -2.445146)  -0.910
H (-3.988247, 3.962183, -4.055423)  0.297
H (-5.192550, 5.196020, -3.549448)  0.231
H (-5.737697, 3.570042, -3.977265)  0.304
H (-3.719767, 2.046885, -2.851843)  0.358
H (-5.387297, 1.799861, -2.445083)  0.581
H (-4.316890, 0.836775, -0.617860)  0.183
H (-4.594465, 2.401384, 0.031855)  0.330
H (-2.066377, 1.069567, -0.562838)  -0.052
H (-1.999211, 3.853610, 0.138859)  0.044
H (-2.392851, 3.738014, -1.499236)  0.512
H (-0.264433, 2.293617, -1.880930)  0.131
H (0.114429, 2.543770, -0.227667)  -0.666
H (-0.470084, 4.208978, -3.237232)  0.331
H (0.450180, 5.696718, -2.728038)  0.253
H (-1.228760, 5.350832, -2.135004)  0.342
C (4.020871, -3.243429, 0.036369)  -0.877
O (4.103003, -1.845408, -0.163481)  -0.113
C (5.316189, -1.197350, 0.167205)  -0.824
C (5.045666, 0.304508, 0.008308)  -0.456
N (3.990327, 0.693667, 0.982754)  0.162
C (3.339500, 1.997824, 0.803583)  -0.123
C (4.310754, 3.160036, 0.772116)  -0.988
O (5.125600, 3.157330, 1.912832)  -0.306
C (6.263485, 3.973124, 1.853288)  -0.800
H (4.628326, -3.794516, -0.700274)  0.239
H (2.991299, -3.562131, -0.102630)  0.097
H (4.352811, -3.599094, 1.013895)  0.376
H (6.075657, -1.488697, -0.565192)  0.380
H (5.595850, -1.364357, 1.210634)  0.395
H (4.865697, 0.604685, -1.023361)  0.305
H (5.966134, 0.799854, 0.353213)  0.303
H (4.527032, 0.898385, 1.823409)  0.376
H (2.594711, 2.180135, 1.583575)  0.116
H (2.722180, 2.040387, -0.096806)  -0.077
H (3.742112, 4.103744, 0.720817)  0.573
H (4.904586, 3.160121, -0.157485)  0.401
H (6.626125, 4.265993, 2.835629)  0.225
H (6.054164, 4.859413, 1.242406)  0.320
H (7.067191, 3.405551, 1.360772)  0.290
C (-5.357970, -2.469918, 3.601562)  -0.757
O (-4.020579, -2.598724, 3.968618)  -0.326
C (-3.212094, -1.444601, 3.730243)  -0.813
C (-3.140347, -1.008582, 2.267201)  -0.184
N (-2.354222, -1.928849, 1.444959)  1.887
C (-3.098703, -3.109285, 0.986114)  -0.455
C (-2.201769, -4.079172, 0.229792)  -0.741
O (-1.125830, -4.436560, 1.110377)  -0.461
C (-0.354034, -5.504423, 0.596072)  -0.675
H (-5.487582, -2.158392, 2.561336)  0.288
H (-5.890795, -1.746125, 4.241813)  0.327
H (-5.859013, -3.421538, 3.787135)  0.229
H (-2.195115, -1.686413, 4.047518)  0.102
H (-3.540238, -0.641651, 4.404481)  0.517
H (-2.552106, -0.083016, 2.314763)  -0.326
H (-4.074730, -0.686399, 1.787819)  0.563
H (-2.109755, -1.345265, 0.648528)  -0.905
H (-3.961899, -2.802503, 0.378455)  0.389
H (-3.537970, -3.659527, 1.818404)  0.455
H (-1.819816, -3.681219, -0.714711)  0.037
H (-2.766392, -4.980120, -0.035317)  0.564
H (-0.975729, -6.339609, 0.248254)  0.394
H (0.278189, -5.894505, 1.390602)  0.245
H (0.287712, -5.163484, -0.218153)  0.026
C (2.535224, 2.272671, -3.329609)  -0.178
O (2.603063, 0.890045, -3.014786)  -0.518
H (3.432543, 2.765019, -2.937064)  0.180
H (2.546089, 2.379186, -4.420620)  0.308
H (1.630782, 2.758997, -2.962274)  -0.092
H (1.942379, 0.713064, -2.309123)  0.190
C (-0.445491, 2.189313, 2.943953)  -0.297
O (0.197845, 1.041855, 3.469291)  -0.555
H (-0.772967, 2.000310, 1.912431)  -0.194
H (-1.324465, 2.421344, 3.555862)  0.330
H (0.271342, 3.023031, 2.902860)  0.257
H (0.252113, 0.399862, 2.699035)  -0.111
C (1.516610, -2.800527, -3.095733)  -0.253
O (0.952705, -3.710656, -2.169222)  -0.765
H (1.972635, -3.319591, -3.937968)  0.371
H (0.745929, -2.102267, -3.450748)  0.095
H (2.263527, -2.187232, -2.577780)  -0.148
H (0.910969, -3.230833, -1.295281)  -0.332
C (-2.663416, -2.099910, -3.140582)  -0.516
O (-3.242645, -1.361908, -2.087735)  -0.527
H (-1.666375, -2.462274, -2.877060)  0.074
H (-3.301502, -2.934467, -3.438138)  0.290
H (-2.591674, -1.447132, -4.022905)  0.240
H (-2.517764, -0.911297, -1.585849)  0.348

Forces on atoms 1 to 2 (eV/Å):
0.373 0.267 1.667
2.326 -0.712 2.148